1.
The following is a quantum chemistry calculation of one molecule with the formula C3H5ClO2S2, from the OMol25 dataset.

Total energy   -41477.3613 eV
Kohn-Sham gap   8.89 eV
E_LUMO   0.179 eV

Last columns: bonded neighbours and bond lengths (Å).
Cartesian coordinates (Å):
1 C -1.14368 -0.81967 1.36498  O9 1.197, S11 1.788, S12 1.788
2 C 0.79432 0.70352 -1.10258  C3 1.519, H6 1.093, H7 1.092, Cl13 1.776
3 C 1.04753 1.51287 0.15825  C2 1.519, H8 1.106, O10 1.203
4 H -0.11809 -2.65906 0.22338  S11 1.340
5 H -1.21118 -1.21837 -0.99499  S12 1.337
6 H 0.81142 -0.36152 -0.85593  C2 1.093
7 H 1.58807 0.90314 -1.82565  C2 1.092
8 H 0.24649 2.21881 0.44769  C3 1.106
9 O -1.41182 -0.19055 2.34769  C1 1.197
10 O 2.06134 1.37663 0.79224  C3 1.203
11 S -0.16634 -2.30940 1.51613  C1 1.788, H4 1.340
12 S -1.72722 -0.25262 -0.22710  C1 1.788, H5 1.337, Cl13 2.313
13 Cl -0.77084 1.09622 -1.84411  C2 1.776, S12 2.313



2.
The following is a quantum chemistry calculation of one molecule with the formula C3H5ClOS, from the OMol25 dataset.

SMILES string   COC(=S)CCl
Energy above the lowest of the compared OMol25 structures with the same formula, charge and spin   0.801 eV
Total energy   -28596.3407 eV
Kohn-Sham gap   9.23 eV
E_LUMO   -0.171 eV

Last columns: bonded neighbours and bond lengths (Å).
Cartesian coordinates (Å):
1 C -0.19245 -1.73022 -0.48351  H4 1.117, H5 1.096, H6 1.121, O9 1.407
2 C 0.54088 0.37240 0.38827  C3 1.478, O9 1.378, S10 1.577
3 C -0.17857 1.64339 0.61497  C2 1.478, H7 1.110, H8 1.108, Cl11 1.831
4 H 0.62375 -2.32150 -0.00217  C1 1.117
5 H 0.11265 -1.60959 -1.52927  C1 1.096
6 H -1.15516 -2.29377 -0.59013  C1 1.121
7 H -1.14839 1.46047 1.12236  C3 1.110
8 H 0.44919 2.42957 1.07917  C3 1.108
9 O -0.49915 -0.47603 0.07632  C1 1.407, C2 1.378
10 S 2.10196 0.16013 0.32299  C2 1.577
11 Cl -0.65472 2.36515 -0.99899  C3 1.831



Number 1: maximum force 5.334 eV/A. Number 2: maximum force 3.147 eV/A.